C3H2N4 | ωB97M-V with the def2-TZVPD basis set

CARTESIAN COORDINATES (ANGSTROEM)
N -2.38 0.03 2.61
C -1.32 0.05 1.94
C -0.15 -0.03 0.92
N -0.01 -1.15 0.03
C 0.55 -0.61 -1.17
N 0.75 0.64 -1.01
N 0.24 1.12 0.23
H 0.95 -1.19 -2.06
H 1.37 1.15 -1.50

**Energy**: -334.4365 hartree
**E_LUMO**: 0.0 eV
**Total charge**: 0
**HOMO level**: -10.7 eV
**Frontier orbital gap**: 10.707 eV
**Max |F|**: 0.1883 Eh/bohr
**SMILES**: N#Cc1nc[nH]n1
**Energy relative to the best compared isomer or geometry (same formula, charge and spin)**: 232.7 kJ/mol

The molecule's Mulliken atomic charges, reported in e, are given here: atom 1 (N): -0.396, atom 2 (C): 0.229, atom 3 (C): 0.411, atom 4 (N): -0.482, atom 5 (C): 0.025, atom 6 (N): 0.194, atom 7 (N): -0.522, atom 8 (H): 0.321, atom 9 (H): 0.220